1) A cluster of 2 separate species, CHN3O in total. Source: OMol25; level of theory: ωB97M-V with the def2-TZVPD basis set.

Bonds (Å) are listed after each position.
Element x y z (Å)
1 O 0.2625 0.5313 1.1520  C5 1.147
2 N -1.4642 -0.8303 0.4189  C5 1.195, H6 0.965
3 N 1.4101 0.4311 -1.1051  N4 1.124
4 N 2.4099 0.8627 -0.8255  N3 1.124
5 C -0.6767 0.0004 0.7628  O1 1.147, N2 1.195
6 H -1.9416 -0.9951 -0.4031  N2 0.965

Its HOMO energy is -11.136 eV. The SMILES is N=C=O.N#N. The calculation puts the HOMO-LUMO gap at 12.02 eV.



2) A cluster of 2 separate species, CHN3O in total. Source: OMol25; level of theory: ωB97M-V with the def2-TZVPD basis set.

Bonds (Å) are listed after each position.
Element x y z (Å)
1 O 1.3945 -0.1312 1.0747  N2 1.164
2 N 1.7461 -0.8996 0.2746  O1 1.164, N3 1.126
3 N 1.9479 -1.8290 -0.3290  N2 1.126
4 N -2.3606 1.3009 0.4650  C5 1.118
5 C -1.6699 0.8728 -0.3032  N4 1.118, H6 1.087
6 H -1.0580 0.6862 -1.1821  C5 1.087

Its HOMO energy is -12.247 eV. The SMILES is N#[N+][O-].C#N. The calculation puts the HOMO-LUMO gap at 12.88 eV.



Which one sits at the bottom of the stability order? 2) does.



1) An isolated molecule of C20H28N4O4. Source: OMol25; level of theory: ωB97M-V with the def2-TZVPD basis set.

Bonds (Å) are listed after each position.
Element x y z (Å)
1 O 1.7098 -5.4645 -4.5198  N7 1.377, C15 1.459
2 O -5.2506 5.2335 2.8390  C19 1.374, H41 0.962
3 O -1.9933 2.3155 0.1555  C21 1.222
4 O 2.3161 -1.6096 -2.2322  C16 1.222
5 N -0.3724 1.8803 1.6859  C13 1.462, C21 1.375, C27 1.459
6 N -3.6601 6.8650 4.2211  C22 1.374, H35 1.004, H42 1.003
7 N 1.0855 -4.5207 -3.7351  O1 1.377, C24 1.271
8 N 0.2120 -2.4597 -2.1553  C16 1.346, C25 1.453, H37 1.007
9 C -1.7077 5.6258 3.4722  C20 1.387, C22 1.392, H48 1.084
10 C -0.3318 -0.8718 2.5415  C17 1.526, C26 1.529, H34 1.093, H54 1.097
11 C 3.3157 -3.8528 -3.8808  C12 1.528, C15 1.530, C24 1.500, H38 1.091
12 C 4.2407 -4.2578 -2.7343  C11 1.528, H30 1.089, H36 1.092, H52 1.091
13 C -0.1683 1.5774 3.1014  N5 1.462, C17 1.527, H47 1.085, H49 1.095
14 C 0.0403 -1.5995 0.1597  C25 1.526, C26 1.524, H45 1.095, H55 1.094
15 C 3.0296 -4.9653 -4.8923  O1 1.459, C11 1.530, C28 1.514, H46 1.091
16 C 1.5018 -2.4667 -2.5396  O4 1.222, N8 1.346, C24 1.495
17 C -0.8185 0.2440 3.4617  C10 1.526, C13 1.527, H39 1.092, H53 1.095
18 C -1.9938 3.6807 2.0820  C20 1.387, C21 1.494, C23 1.395
19 C -3.9053 4.9574 2.7927  O2 1.374, C22 1.404, C23 1.375
20 C -1.1693 4.5554 2.7745  C9 1.387, C18 1.387, H32 1.083
21 C -1.4749 2.5661 1.2337  O3 1.222, N5 1.375, C18 1.494
22 C -3.0829 5.8380 3.5130  N6 1.374, C9 1.392, C19 1.404
23 C -3.3699 3.9071 2.0845  C18 1.395, C19 1.375, H40 1.085
24 C 1.9144 -3.6183 -3.3992  N7 1.271, C11 1.500, C16 1.495
25 C -0.3166 -1.4028 -1.3105  N8 1.453, C14 1.526, H44 1.091, H56 1.090
26 C -0.5140 -0.5076 1.0673  C10 1.529, C14 1.524, C27 1.530, H50 1.097
27 C 0.1542 0.8430 0.8053  N5 1.459, C26 1.530, H31 1.086, H51 1.096
28 C 2.9809 -4.4936 -6.3296  C15 1.514, H29 1.091, H33 1.091, H43 1.089
29 H 2.2832 -3.6603 -6.4300  C28 1.091
30 H 4.3137 -3.4531 -2.0044  C12 1.089
31 H 0.0111 1.1712 -0.2199  C27 1.086
32 H -0.0956 4.4194 2.7490  C20 1.083
33 H 3.9695 -4.1580 -6.6475  C28 1.091
34 H -0.8565 -1.8048 2.7627  C10 1.093
35 H -4.6112 7.1085 4.0127  N6 1.004
36 H 3.8624 -5.1517 -2.2348  C12 1.092
37 H -0.3715 -3.2214 -2.4600  N8 1.007
38 H 3.7042 -2.9596 -4.3724  C11 1.091
39 H -0.6063 0.0042 4.5061  C17 1.092
40 H -4.0109 3.2531 1.5034  C23 1.085
41 H -5.7202 4.6174 2.2684  O2 0.962
42 H -3.0717 7.5792 4.6070  N6 1.003
43 H 2.6566 -5.2989 -6.9872  C28 1.089
44 H -1.3997 -1.3808 -1.4377  C25 1.091
45 H -0.3446 -2.5706 0.4866  C14 1.095
46 H 3.7106 -5.8089 -4.7737  C15 1.091
47 H -0.5712 2.3783 3.7130  C13 1.085
48 H -1.0555 6.3151 3.9956  C9 1.084
49 H 0.9107 1.5272 3.2796  C13 1.095
50 H -1.5853 -0.3833 0.8662  C26 1.097
51 H 1.2297 0.7570 0.9963  C27 1.096
52 H 5.2401 -4.4755 -3.1135  C12 1.091
53 H -1.9044 0.3509 3.3693  C17 1.095
54 H 0.7335 -1.0571 2.7277  C10 1.097
55 H 1.1299 -1.6408 0.2528  C14 1.094
56 H 0.0775 -0.4554 -1.6773  C25 1.090

Its HOMO energy is -7.844 eV. The SMILES is C[C@@H]1ON=C(C(=O)NCC[C@H]2CCCN(C(=O)c3ccc(N)c(O)c3)C2)[C@H]1C. The calculation puts the HOMO-LUMO gap at 8.58 eV.



2) An isolated molecule of C20H28N4O4. Source: OMol25; level of theory: ωB97M-V with the def2-TZVPD basis set.

Bonds (Å) are listed after each position.
Element x y z (Å)
1 O -5.0095 4.3325 -6.4872  C25 1.369, H36 0.963
2 O 2.5782 -3.9593 2.9918  N5 1.375, C22 1.461
3 O 1.8538 0.3081 1.6815  C13 1.221
4 O -1.5462 2.4128 -3.2088  C19 1.221
5 N 1.8075 -3.1538 2.1870  O2 1.375, C23 1.270
6 N -2.0250 3.5946 -1.3307  C19 1.372, C27 1.462, C28 1.460
7 N 0.4897 -1.2411 0.7327  C12 1.451, C13 1.347, H37 1.007
8 N -4.8166 7.0599 -6.0997  C9 1.430, H35 1.014, H55 1.014
9 C -4.1384 6.1335 -5.2480  N8 1.430, C14 1.386, C25 1.397
10 C -4.0553 3.0801 -0.0533  C15 1.526, C27 1.525, H40 1.096, H56 1.092
11 C 2.7270 -1.0269 4.5765  C21 1.526, H46 1.089, H50 1.091, H53 1.092
12 C -0.2526 -0.2821 -0.0647  N7 1.451, C20 1.525, H43 1.090, H52 1.091
13 C 1.4860 -0.8487 1.5492  O3 1.221, N7 1.347, C23 1.496
14 C -3.3847 6.5967 -4.1805  C9 1.386, C17 1.386, H30 1.082
15 C -3.2828 2.0207 0.7275  C10 1.526, C16 1.529, H29 1.093, H44 1.097
16 C -2.1028 1.4689 -0.0736  C15 1.529, C20 1.523, C28 1.527, H39 1.098
17 C -2.7355 5.7239 -3.3216  C14 1.386, C18 1.389, H54 1.082
18 C -2.8543 4.3535 -3.5137  C17 1.389, C19 1.499, C26 1.388
19 C -2.1270 3.3458 -2.6756  O4 1.221, N6 1.372, C18 1.499
20 C -1.2998 0.4705 0.7494  C12 1.525, C16 1.523, H32 1.095, H34 1.095
21 C 3.2531 -1.7137 3.3197  C11 1.526, C22 1.533, C23 1.500, H42 1.091
22 C 3.6883 -3.1695 3.5196  O2 1.461, C21 1.533, C24 1.512, H45 1.091
23 C 2.1632 -1.9413 2.3147  N5 1.270, C13 1.496, C21 1.500
24 C 4.9483 -3.5452 2.7733  C22 1.512, H41 1.092, H47 1.089, H51 1.091
25 C -4.2466 4.7531 -5.4318  O1 1.369, C9 1.397, C26 1.384
26 C -3.6045 3.8733 -4.5777  C18 1.388, C25 1.384, H49 1.085
27 C -3.1193 4.1744 -0.5540  N6 1.462, C10 1.525, H33 1.095, H48 1.085
28 C -1.2436 2.6368 -0.5542  N6 1.460, C16 1.527, H31 1.086, H38 1.096
29 H -3.9471 1.2016 1.0158  C15 1.093
30 H -3.3137 7.6673 -4.0376  C14 1.082
31 H -0.4124 2.3036 -1.1687  C28 1.086
32 H -1.9822 -0.2580 1.1989  C20 1.095
33 H -2.6745 4.6994 0.2977  C27 1.095
34 H -0.7991 0.9870 1.5743  C20 1.095
35 H -5.7000 6.6630 -6.3984  N8 1.014
36 H -4.9845 3.3708 -6.5279  O1 0.963
37 H 0.2687 -2.2225 0.6979  N7 1.007
38 H -0.8360 3.1685 0.3135  C28 1.096
39 H -2.4926 0.9651 -0.9675  C16 1.098
40 H -4.5470 2.6186 -0.9167  C10 1.096
41 H 4.8491 -3.2963 1.7151  C24 1.092
42 H 4.0541 -1.1155 2.8826  C21 1.091
43 H 0.4623 0.4130 -0.5055  C12 1.090
44 H -2.9046 2.4612 1.6587  C15 1.097
45 H 3.7646 -3.4303 4.5760  C22 1.091
46 H 2.3474 -0.0349 4.3375  C11 1.089
47 H 5.1417 -4.6136 2.8615  C24 1.089
48 H -3.6556 4.9071 -1.1488  C27 1.085
49 H -3.6598 2.8028 -4.7443  C26 1.085
50 H 3.5273 -0.9247 5.3111  C11 1.091
51 H 5.8017 -3.0001 3.1797  C24 1.091
52 H -0.7280 -0.8227 -0.8845  C12 1.091
53 H 1.9219 -1.6106 5.0272  C11 1.092
54 H -2.1319 6.1107 -2.5108  C17 1.082
55 H -4.2894 7.2097 -6.9531  N8 1.014
56 H -4.8410 3.5207 0.5644  C10 1.092

Its HOMO energy is -8.663 eV. The SMILES is C[C@@H]1ON=C(C(=O)NCC[C@H]2CCCN(C(=O)c3ccc(N)c(O)c3)C2)[C@H]1C. The calculation puts the HOMO-LUMO gap at 9.32 eV.



Which one sits at the bottom of the stability order? 2) does.